# 1
An isolated ion of composition C8H14N3O and charge +1 at a distorted geometry, computed with ωB97M-V/def2-TZVPD.

The geometry in XYZ format:
```
26
Properties=species:S:1:pos:R:3:forces:R:3:mulliken_spin:R:1
C 0.21137 0.12537 2.14178 -2.1438 -1.0797 1.4237 0.531
C 1.04955 -0.57901 1.43130 0.3971 1.3241 -0.8995 0.504
C -1.93075 -0.47346 -0.30224 -1.2405 -1.4229 0.5116 0.020
C -0.35535 1.44251 1.86660 0.3280 2.1932 -0.9776 0.074
C -1.46293 -1.11287 -1.50853 -0.1268 -0.7727 -0.5081 0.001
C -0.66543 -0.04605 -2.21232 -0.3566 0.6216 -0.8872 0.000
C -0.69266 1.17535 -1.23506 1.6388 2.3958 -2.0019 0.009
C 3.13957 -1.78196 0.81868 0.8942 -1.9120 -1.8390 -0.001
N 1.77997 -1.30040 0.79069 3.1269 -1.8331 -0.1674 0.705
N -1.44352 0.69532 -0.10469 -0.0495 0.7708 0.4896 0.002
N -1.58786 1.31197 1.15266 -2.8791 -0.3444 -2.0934 0.012
O -2.74929 -1.07303 0.50569 0.3330 0.8447 0.3018 -0.001
H -0.44949 -0.44263 2.81753 -0.0667 0.1854 0.8881 0.082
H -0.73713 1.91338 2.73001 0.2517 0.6282 1.5688 0.014
H 0.29910 2.14110 1.33430 0.3791 -0.2361 0.2726 -0.020
H -0.79668 -1.89818 -1.16468 -0.2097 -0.6051 -0.0509 -0.003
H -2.29227 -1.49265 -2.11928 0.3167 -0.2718 0.3786 0.000
H 0.32487 -0.45690 -2.47764 -0.4934 0.7489 -0.0594 0.002
H -1.29719 0.23520 -3.10127 1.3642 -0.2006 0.5532 -0.001
H 0.32984 1.57335 -0.83237 -1.8205 -0.7306 -1.1173 -0.008
H -1.26368 1.99312 -1.89166 1.2268 -1.1809 2.2253 -0.001
H 3.67352 -1.89959 1.77241 -1.0059 0.4280 0.3991 0.027
H 3.23987 -2.85677 0.39379 -0.4621 1.8227 0.3464 0.024
H 3.79559 -1.11936 0.20822 -0.4882 -0.3949 0.1969 0.019
H -2.89879 -0.41748 1.22459 -0.1567 -0.3855 0.3405 0.000
H -2.21622 2.13318 0.99286 1.2433 -0.5930 0.7056 0.007
```
Forces are in eV/Å.

Calculated values
Molar mass   168.22 Da
Spin multiplicity   3
Net charge   +1
Expectation value of S²   2.023
Energy above the lowest of the compared OMol25 structures with the same formula, charge and spin   1.507 eV
DFT total energy   -552.25426 Eh
Kohn-Sham gap (spin up / spin down)   5.147 / 8.242 eV


# 2
An isolated ion of composition C8H14N3O2 and charge +1 at a distorted geometry, computed with ωB97M-V/def2-TZVPD.

The geometry in XYZ format:
```
27
Properties=species:S:1:pos:R:3:forces:R:3:mulliken_spin:R:1
C -0.40582 -0.76886 1.50600 -2.1726 0.9470 -1.0708 0.719
C -2.43278 -0.84269 -0.05886 -0.4123 0.5659 1.3141 0.034
C 2.71047 -0.44751 -0.05402 -1.0675 0.0756 -0.6114 -0.029
C -0.83883 0.99230 -0.09068 0.4115 -0.5418 1.6940 0.197
C -2.44215 -2.23440 0.43572 2.2455 -0.4288 0.0640 0.020
C 3.02276 0.26065 -1.28382 2.8912 2.7507 -1.0883 0.005
C -0.08050 1.91907 0.76145 1.6855 0.1500 0.2839 0.016
C -1.06252 1.39415 -1.47296 -3.2394 -2.1942 -0.3929 0.014
N -1.19621 -0.21125 0.47989 -0.2799 2.0874 -0.9117 -0.034
N 1.29157 -0.58516 0.02897 0.9665 -0.0658 -0.8021 0.641
N 0.89106 -0.99285 1.19454 1.0793 -1.1000 2.3554 0.255
O -3.20958 -0.19079 -0.70026 1.0294 -1.1012 0.5468 0.003
O 3.47162 -0.79556 0.80054 0.0595 -0.3258 0.6249 0.155
H -0.71263 -0.83478 2.53370 -0.3172 -0.2308 0.0595 -0.017
H -1.62752 -2.67561 -0.21498 -1.2443 -0.3227 0.2738 -0.002
H -3.39951 -2.67728 0.41073 -0.7923 -0.7473 -0.3536 0.002
H -1.93491 -2.37564 1.44461 -1.0415 0.5223 -1.0210 -0.012
H 2.72962 1.35670 -1.21574 0.5837 -0.8398 0.7604 0.003
H 2.45516 0.11688 -2.17897 -0.2703 -1.3566 -0.4545 -0.002
H 4.16458 0.25551 -1.45788 -1.9578 -0.0537 0.0531 0.001
H -0.36056 3.00708 0.50281 0.1407 -1.6593 1.0255 0.009
H 1.00194 1.85076 0.40186 -1.1465 0.2679 0.5471 0.013
H -0.06036 1.49025 1.83656 -0.2383 1.5902 -1.4533 -0.005
H -0.38610 2.07882 -1.82628 1.6253 1.8863 -0.4580 0.008
H -2.12502 1.70652 -1.71565 1.1830 -0.0964 0.5737 0.014
H -0.95675 0.48966 -2.05775 0.0329 -0.2687 -0.4591 0.004
H 1.49295 -1.28594 1.99047 0.2457 0.4895 -1.0995 -0.013
```
Forces are in eV/Å.

Calculated values
Molar mass   184.22 Da
Spin multiplicity   3
Net charge   +1
Expectation value of S²   2.019
Energy above the lowest of the compared OMol25 structures with the same formula, charge and spin   0.000 eV
DFT total energy   -627.55680 Eh
Kohn-Sham gap (spin up / spin down)   6.297 / 7.853 eV


# 3
C8H14N3O3RuS as an isolated structure at a distorted geometry, computed with ωB97M-V/def2-TZVPD.

The geometry in XYZ format:
```
30
Properties=species:S:1:pos:R:3:forces:R:3:mulliken_spin:R:1
C -2.40823 0.80696 -1.61045 -0.2769 -0.1766 -1.0742 0.069
Ru -0.13932 -0.11042 -0.11100 -0.4686 0.0987 0.2008 3.538
N 1.63766 -0.12465 1.18049 1.5291 0.3967 1.1436 0.111
N 0.97418 -0.74538 -1.80322 0.7285 -0.4956 -1.7628 0.042
H 1.62995 -0.96254 1.77659 -0.1417 0.1796 -0.2505 -0.005
H -1.52244 1.22342 -1.08724 -0.4944 0.3434 -0.2627 -0.026
H -3.32425 1.30983 -1.27909 0.4503 -0.0466 0.0971 0.000
H -2.51989 -0.26760 -1.44013 0.0231 0.1151 0.2232 0.003
H -2.29587 0.93586 -2.70543 0.0711 0.1598 0.6281 -0.005
H 1.37679 -1.68066 -1.70143 -0.1577 0.0970 0.1189 0.003
H 1.75177 -0.16441 -2.13605 -0.2409 -0.0243 0.2357 0.010
H 0.35358 -0.81791 -2.61113 0.1048 -0.0570 -0.0271 0.002
H 2.54504 -0.14049 0.69909 -0.3406 -0.0273 0.1871 -0.001
H 1.70416 0.67239 1.83046 -0.1204 -0.3615 -0.2809 -0.002
O -0.49996 -2.54081 1.71308 -1.0833 1.2568 1.3494 0.061
C -1.23848 -1.62812 2.13567 0.8167 0.0185 -2.3638 0.014
N -1.45904 -0.53866 1.27865 -1.9804 0.4167 1.4879 0.150
S -2.48805 0.73017 1.94661 1.7604 -1.3386 -0.0092 0.015
O -1.62500 1.91456 1.88584 -1.3518 -1.1516 0.0694 0.003
O -3.80294 0.70562 1.35417 1.1801 0.2732 0.5879 0.010
C -2.44445 -0.11146 3.56002 -0.2790 -0.1638 1.2680 0.015
C -2.84838 0.30881 4.84031 -0.0772 -0.0467 -0.0350 -0.003
C -2.64114 -0.51816 5.97607 0.1504 -0.0937 -0.6523 0.007
C -2.01802 -1.77285 5.84398 -0.1671 0.3674 -0.5205 -0.002
C -1.60998 -2.19135 4.57060 -0.3368 0.1857 -0.1180 0.005
C -1.85537 -1.37248 3.44698 0.8152 -0.6152 0.9201 -0.015
H -3.32122 1.27991 4.96631 0.0910 -0.1610 0.0178 0.000
H -2.94977 -0.19418 6.97978 0.0823 0.0388 -0.6647 0.001
H -1.84912 -2.41063 6.72112 -0.0744 0.3605 -0.4579 0.000
H -1.10072 -3.15247 4.43673 -0.2118 0.4518 -0.0555 0.001
```
Forces are in eV/Å.

Calculated values
Molar mass   333.36 Da
Spin multiplicity   5
Net charge   +1
Expectation value of S²   6.008
DFT total energy   -1195.99614 Eh
Kohn-Sham gap (spin up / spin down)   8.315 / 7.784 eV


# 4
C8H14N6Si as an isolated structure at a distorted geometry, computed with ωB97M-V/def2-TZVPD.

The geometry in XYZ format:
```
29
Properties=species:S:1:pos:R:3:forces:R:3:mulliken_charge:R:1
C 1.29142 -0.10350 -3.80128 -0.6794 -0.6205 0.3965 -0.166
C 0.74388 -3.23742 2.15670 -0.2688 -0.0351 0.5970 -0.202
C 1.94592 -1.29157 -2.27592 2.0272 -1.4002 1.0254 0.014
C 2.18350 -2.17632 1.08721 -1.8968 2.7988 -0.0641 -0.022
C -2.66061 0.37268 -0.70060 0.1932 -0.4458 0.6110 -1.217
C 0.99996 1.78917 1.89261 -1.5340 -0.8163 0.2951 -1.176
C -1.57916 -0.64281 -0.18855 0.7864 1.6204 -1.7067 -0.407
C 1.26235 1.41041 0.42227 0.0442 -0.3662 0.2756 -0.404
N 2.25976 -0.96843 -3.49162 0.7428 -0.8302 -0.3395 -0.642
N 2.05280 -3.15588 1.90588 1.6395 -0.9233 0.3180 -0.600
N 0.45755 0.08309 -2.82523 -2.1871 1.8981 0.6421 -0.880
N 0.01892 -2.33012 1.56163 -0.4181 0.0079 0.0397 -0.682
N 0.89685 -0.67448 -1.76303 -0.0961 0.7731 -2.5338 0.746
N 0.91381 -1.58790 0.86340 1.2897 -0.7907 -0.1861 0.683
Si 0.29465 -0.25307 -0.18231 0.3909 0.8429 1.9333 -0.194
H 1.10524 0.19021 -4.80347 -0.0557 0.7838 -0.4618 0.417
H 0.42412 -3.90182 2.93947 -0.6300 -0.2041 -0.2815 0.392
H 2.47664 -2.01767 -1.72437 0.6042 -0.5941 0.6034 0.488
H 3.04828 -1.54673 0.92470 0.3004 -0.6264 -0.5555 0.400
H -2.81799 1.29636 -0.10227 0.3856 -0.6789 -0.2504 0.289
H -2.57037 0.63231 -1.74994 0.3352 0.1030 -0.0577 0.313
H -3.55144 -0.23698 -0.61442 -0.6059 0.2843 -0.0798 0.412
H 0.06950 2.34533 2.17733 0.7961 -0.4660 -0.5302 0.258
H 0.98849 0.82899 2.39280 -0.3358 -0.1998 0.7045 0.336
H 1.86500 2.25087 2.30954 0.4321 0.8790 0.2527 0.383
H -1.48477 -1.41373 -0.99158 -0.4018 0.0594 0.7717 0.247
H -1.91968 -1.06636 0.73576 0.2344 -0.3506 0.3554 0.538
H 2.40241 1.44325 0.53398 -1.3970 -0.8802 -1.5561 0.307
H 0.92989 2.19717 -0.25032 0.3044 0.1777 -0.2182 0.367
```
Forces are in eV/Å.

Calculated values
Molar mass   222.33 Da
Net charge   0
DFT total energy   -931.27239 Eh
Kohn-Sham gap   10.731 eV